Record 1
C27H24Cl2I2MgN4O2S2 | ωB97M-V/def2-TZVPD

Geometry as XYZ:
```
64
C27H24Cl2I2MgN4O2S2, DFT ωB97M-V/def2-TZVPD
Mg 0.586 0.397 0.135
C 2.909 2.384 1.200
O 1.518 2.013 1.192
C 0.698 2.650 2.134
C 1.151 3.654 2.965
C 0.267 4.234 3.869
C -1.050 3.809 3.929
C -1.496 2.804 3.081
C -0.626 2.212 2.182
N -0.961 1.183 1.243
N -2.176 0.823 1.272
C -2.655 -0.047 0.346
C -1.978 -0.381 -0.868
O -0.796 0.026 -1.145
C -2.679 -1.188 -1.829
C -3.918 -1.653 -1.577
C -4.631 -1.338 -0.368
C -5.927 -1.837 -0.138
C -6.603 -1.529 1.015
C -5.982 -0.718 1.978
C -4.710 -0.237 1.778
C -4.009 -0.530 0.593
H 3.021 3.419 0.885
H 3.320 2.236 2.198
H 3.409 1.732 0.495
H 2.174 3.997 2.923
H 0.620 5.023 4.520
H -1.736 4.260 4.634
H -2.524 2.466 3.098
H -2.142 -1.474 -2.727
H -4.399 -2.304 -2.300
H -6.380 -2.475 -0.889
H -7.601 -1.912 1.185
H -6.507 -0.474 2.894
H -4.230 0.368 2.534
Cl 1.773 -0.249 3.482
C 3.095 -0.932 2.575
C 4.359 -0.692 3.084
C 5.464 -1.214 2.435
C 5.279 -1.965 1.290
C 4.001 -2.196 0.794
Cl 3.905 -3.149 -0.648
C 2.861 -1.689 1.410
S 1.147 -1.945 0.940
H 4.460 -0.109 3.990
H 6.459 -1.044 2.823
H 6.120 -2.387 0.758
I 0.499 -3.080 -1.265
I -0.656 -4.274 -3.721
C 2.750 -1.676 -3.867
N 1.652 -0.724 -3.909
C 0.632 -0.804 -4.957
C -0.358 0.295 -4.546
N 0.395 1.015 -3.515
C 1.439 0.289 -3.082
S 2.394 0.672 -1.705
H 2.348 -2.689 -3.918
H 3.298 -1.547 -2.939
H 3.417 -1.504 -4.715
H 0.187 -1.799 -4.953
H 1.082 -0.625 -5.935
H -1.272 -0.125 -4.129
H -0.614 0.955 -5.370
H -0.076 1.602 -2.845
```

Properties
Kohn-Sham gap in Ha: 0.255
HOMO level in Ha: -0.2842
Lowest unoccupied orbital energy in eV: -0.79
Relative energy (zero: lowest compared OMol25 entry of this formula, charge and spin) in kJ/mol: 33.0
Calculated total energy in hartree: -3925.20522
Total charge: 0



Record 2
C27H24Co2NO6 | ωB97M-V/def2-TZVPD

Geometry as XYZ:
```
60
C27H24Co2NO6, DFT ωB97M-V/def2-TZVPD
C 5.816 -0.440 -2.656
C 5.720 0.932 -2.773
C 4.550 1.634 -2.377
C 4.453 3.042 -2.495
C 3.309 3.710 -2.108
C 2.217 2.987 -1.591
C 2.254 1.617 -1.448
C 1.052 0.891 -0.878
C 0.079 0.449 -1.958
C -1.071 -0.423 -1.436
C -2.419 0.171 -1.893
C -2.525 1.603 -1.302
C -1.379 2.448 -1.820
N -0.439 1.617 -2.665
C -1.216 1.147 -3.868
C -2.396 0.297 -3.439
C 3.438 0.897 -1.847
C 3.571 -0.510 -1.755
C 4.729 -1.168 -2.135
H 6.717 -0.968 -2.958
H 6.548 1.508 -3.184
H 5.308 3.581 -2.899
H 3.239 4.791 -2.184
H 1.322 3.520 -1.284
H 1.372 -0.007 -0.345
H 0.514 1.537 -0.167
H 0.638 -0.133 -2.716
H -0.919 -1.421 -1.856
H -1.041 -0.496 -0.342
H -3.262 -0.445 -1.564
H -3.455 2.086 -1.618
H -2.489 1.589 -0.207
H -1.765 3.226 -2.494
H -0.820 2.926 -1.007
H -1.557 2.048 -4.390
H -0.544 0.569 -4.516
H -2.306 -0.685 -3.913
H -3.308 0.779 -3.802
H 2.736 -1.089 -1.370
H 4.796 -2.246 -2.034
O 0.819 0.613 4.922
C 0.258 -0.391 5.018
Co -0.734 -1.849 5.054
C 0.141 -3.009 4.065
O 0.638 -3.791 3.372
C -0.641 -2.555 6.619
O -0.691 -3.050 7.666
C -2.588 -1.421 4.885
C -2.511 -1.195 3.481
C -2.033 -0.259 2.614
Co -3.351 -2.790 3.995
C -2.964 -4.049 2.787
O -2.619 -4.779 1.962
C -5.032 -2.310 3.619
O -6.037 -1.811 3.322
C -3.619 -3.875 5.407
O -3.678 -4.540 6.362
H -3.079 -0.865 5.665
H -1.901 -0.413 1.547
H -1.847 0.766 2.933
```

Properties
Kohn-Sham gap in Ha: 0.212
HOMO level in Ha: -0.1288
Lowest unoccupied orbital energy in eV: 2.26
Calculated total energy in hartree: -4314.94031
Total charge: -1



Record 3
C27H24CuNO2P2S2 | ωB97M-V/def2-TZVPD

Geometry as XYZ:
```
59
C27H24CuNO2P2S2, DFT ωB97M-V/def2-TZVPD
Cu 1.342 1.666 -1.631
S -0.795 3.108 -0.733
P -1.042 1.130 -0.645
C 0.397 0.196 -0.643
P 1.450 0.281 0.730
S 2.776 1.771 0.668
C 2.346 -1.335 0.707
C 3.724 -1.408 0.872
C 4.386 -2.634 0.795
C 3.669 -3.797 0.565
C 2.287 -3.735 0.399
C 1.634 -2.511 0.459
C 0.664 0.295 2.391
C 0.109 1.507 2.813
C -0.515 1.606 4.047
C -0.589 0.498 4.883
C -0.037 -0.708 4.475
C 0.581 -0.811 3.232
C -2.279 0.659 0.629
C -2.998 1.606 1.343
C -3.944 1.209 2.285
C -4.168 -0.141 2.520
C -3.447 -1.097 1.810
C -2.509 -0.697 0.866
C -1.971 0.613 -2.154
C -3.199 1.208 -2.443
C -3.911 0.848 -3.578
C -3.397 -0.110 -4.447
C -2.175 -0.705 -4.169
C -1.467 -0.348 -3.022
H 4.271 -0.489 1.055
H 5.463 -2.676 0.914
H 4.182 -4.751 0.501
H 1.724 -4.641 0.204
H 0.567 -2.448 0.276
H 0.173 2.370 2.160
H -0.948 2.550 4.357
H -1.077 0.573 5.849
H -0.090 -1.576 5.122
H 1.007 -1.759 2.931
H -2.796 2.657 1.162
H -4.498 1.955 2.845
H -4.897 -0.450 3.261
H -3.616 -2.152 1.996
H -1.940 -1.432 0.307
H -3.587 1.970 -1.775
H -4.864 1.317 -3.793
H -3.948 -0.387 -5.339
H -1.773 -1.452 -4.843
H -0.523 -0.819 -2.771
N 2.843 0.416 -2.589
C 3.820 1.405 -3.085
C 3.188 2.779 -3.347
O 3.812 3.560 -4.056
O 2.053 2.999 -2.761
H 3.245 -0.259 -1.955
H 2.389 -0.082 -3.342
H 4.331 1.098 -3.994
H 4.570 1.562 -2.311
```

Properties
Kohn-Sham gap (alpha / beta) in Ha: 0.255 / 0.260
HOMO level (alpha / beta) in Ha: -0.1589 / -0.1693
⟨S²⟩: 0.755
2S+1: 2
Lowest unoccupied orbital energy (alpha / beta) in eV: 2.61 / 2.47
Relative energy (zero: lowest compared OMol25 entry of this formula, charge and spin) in kJ/mol: 29.4
Calculated total energy in hartree: -4368.22551
Total charge: -1



Record 4
C27H24F3NO6 | ωB97M-V/def2-TZVPD

Geometry as XYZ:
```
61
C27H24F3NO6, DFT ωB97M-V/def2-TZVPD
F 3.943 1.328 3.079
C 3.632 0.117 3.649
F 4.522 -0.789 3.126
F 3.926 0.201 4.990
C 2.205 -0.256 3.387
C 1.875 -1.520 2.868
C 0.555 -1.815 2.577
C -0.485 -0.861 2.708
C -1.842 -1.209 2.246
C -2.976 -0.423 2.750
C -4.128 -0.980 3.337
C -5.207 -0.195 3.714
C -5.185 1.191 3.541
C -4.044 1.777 2.988
C -2.962 0.979 2.626
C -0.125 0.333 3.392
C 1.194 0.653 3.663
H 2.650 -2.273 2.718
H 0.320 -2.828 2.217
H -1.984 -2.284 2.125
H -4.182 -2.054 3.514
H -6.099 -0.651 4.164
H -6.020 1.804 3.842
H -3.988 2.866 2.846
H -2.080 1.475 2.210
H -0.886 1.035 3.721
H 1.466 1.603 4.131
C -5.213 -5.365 0.301
C -5.092 -3.891 0.563
O -3.706 -3.515 0.377
C -3.550 -2.176 0.278
C -2.097 -1.658 0.259
C -1.038 -2.702 -0.137
O 0.176 -2.452 -0.056
O -1.460 -3.899 -0.604
C -0.379 -4.789 -1.040
C -0.960 -6.192 -1.190
C -1.925 -0.364 -0.380
C -0.644 0.081 -0.839
C -0.478 1.315 -1.437
C -1.594 2.153 -1.625
N -1.433 3.421 -2.279
O -2.438 4.163 -2.392
O -0.295 3.745 -2.685
C -2.861 1.779 -1.145
C -3.011 0.536 -0.574
O -4.554 -1.455 0.257
H -6.207 -5.739 0.596
H -5.120 -5.616 -0.765
H -4.464 -5.960 0.829
H -5.717 -3.318 -0.124
H -5.353 -3.641 1.606
H 0.004 -4.401 -1.990
H 0.417 -4.804 -0.286
H -0.182 -6.863 -1.559
H -1.282 -6.581 -0.213
H -1.800 -6.247 -1.876
H 0.215 -0.571 -0.740
H 0.510 1.620 -1.775
H -3.711 2.446 -1.243
H -4.006 0.212 -0.289
```

Properties
Kohn-Sham gap in Ha: 0.271
HOMO level in Ha: -0.3159
Lowest unoccupied orbital energy in eV: -1.22
Relative energy (zero: lowest compared OMol25 entry of this formula, charge and spin) in kJ/mol: 0.0
Calculated total energy in hartree: -1848.93751
Total charge: 0



What is the formula in the first record? C27H24Cl2I2MgN4O2S2



Among the records above, which one has the lowest calculated total energy? C27H24CuNO2P2S2



Which formula does entry 2 have? C27H24Co2NO6